#A
An isolated molecule of C22H25N3O3S. Source: the OMol25 dataset; level of theory: wB97M-V/def2-TZVPD.

```
54
Properties=species:S:1:pos:R:3
S 2.726 -1.101 -1.269
O 5.590 -1.465 1.299
O -3.607 -1.040 0.289
O 3.474 -2.177 1.308
N 3.402 0.570 0.734
N 1.557 1.189 -0.292
N 2.953 1.689 1.323
C 4.567 -1.684 0.717
C -2.854 1.151 0.501
C -2.607 -3.184 -0.289
C 0.484 1.192 -1.202
C -0.267 0.037 -1.376
C -1.981 2.102 0.979
C 4.424 -1.586 -0.794
C 0.196 2.333 -1.941
C -1.639 1.182 -2.975
C -0.718 0.401 2.069
C 1.864 2.070 0.724
C 5.464 -0.655 -1.390
C 2.566 0.266 -0.218
C 0.063 2.784 2.274
C 1.030 3.217 1.156
C -3.590 -2.426 0.603
C -1.326 0.037 -2.263
C -0.873 2.324 -2.818
C -2.673 -0.200 0.807
C -5.016 -2.928 0.393
C -1.589 -0.567 1.596
C -0.899 1.743 1.779
H 5.370 -0.621 -2.473
H 0.121 0.097 2.679
H -0.019 -0.848 -0.812
H 5.337 0.345 -0.981
H -2.595 -4.236 -0.016
H -1.406 -1.598 1.854
H -2.144 3.142 0.737
H -5.702 -2.383 1.037
H -2.473 1.182 -3.660
H -3.317 -2.561 1.660
H 6.456 -1.007 -1.122
H 3.612 -2.206 2.268
H -2.913 -3.095 -1.329
H 0.647 2.392 3.108
H 0.816 3.211 -1.844
H -5.078 -3.987 0.624
H -1.914 -0.858 -2.392
H 1.697 3.992 1.537
H -1.100 3.213 -3.388
H -3.695 1.427 -0.114
H 4.524 -2.597 -1.202
H -0.484 3.665 2.616
H -1.601 -2.785 -0.190
H -5.313 -2.769 -0.640
H 0.455 3.611 0.318
```

- E_HOMO (eV) = -8.28
- net charge = 0

#B
An isolated molecule of C22H25N3O3S. Source: the OMol25 dataset; level of theory: wB97M-V/def2-TZVPD.

```
54
Properties=species:S:1:pos:R:3
S 2.492 -1.624 0.749
O -0.289 -0.539 -1.183
O -0.264 -2.628 -0.368
O -1.243 2.710 0.416
N 1.157 0.770 1.046
N 0.404 -0.861 2.313
N -0.366 0.212 2.514
C -2.906 0.988 0.951
C 4.178 2.240 -0.440
C -3.719 1.127 -1.693
C -4.353 0.233 -0.836
C 0.063 1.181 1.752
C 3.350 1.549 0.425
C -1.673 -2.611 -0.103
C 2.291 2.805 -1.811
C 0.298 -1.544 -0.861
C 2.150 -4.197 -1.064
C 2.341 -2.852 -1.750
C 1.449 2.113 -0.958
C -3.934 0.184 0.484
C 1.812 -1.647 -0.974
C -0.575 2.524 1.644
C -2.694 1.932 -1.246
C 1.986 1.492 0.162
C 3.651 2.870 -1.555
C -2.274 1.863 0.081
C -1.912 -3.040 1.334
C 1.309 -0.537 1.435
C -5.458 -0.647 -1.340
H -5.120 -1.231 -2.195
H 5.238 2.287 -0.238
H -4.411 -0.499 1.172
H -2.137 -3.308 -0.809
H -5.796 -1.330 -0.564
H 2.571 -4.984 -1.685
H -2.199 2.622 -1.911
H 1.098 -4.406 -0.899
H -1.253 2.651 2.496
H 3.750 1.056 1.298
H -1.532 -4.045 1.495
H 4.302 3.409 -2.227
H -2.056 -1.602 -0.286
H -1.401 -2.362 2.014
H -6.305 -0.044 -1.664
H 2.154 -0.725 -1.457
H -4.028 1.184 -2.727
H -2.977 -3.022 1.542
H 1.844 -2.856 -2.724
H 0.189 3.308 1.665
H 3.407 -2.687 -1.920
H 1.880 3.290 -2.683
H -2.601 0.901 1.981
H 2.658 -4.205 -0.103
H 0.394 2.035 -1.159
```

- E_HOMO (eV) = -8.28
- net charge = 0

#C
An isolated molecule of C22H25N3O3S. Source: the OMol25 dataset; level of theory: wB97M-V/def2-TZVPD.

```
54
Properties=species:S:1:pos:R:3
S 3.729 0.445 -1.545
O -1.064 3.161 -1.769
O -6.459 -1.461 -0.044
O 8.242 -1.851 0.034
N 4.171 0.927 0.987
N 5.932 -0.147 -0.084
N -1.868 2.865 0.320
C -3.880 0.989 -1.011
C -5.107 1.753 0.888
C 7.352 -1.686 1.125
C -0.885 2.826 -0.613
C -4.630 -0.173 -1.046
C -5.637 -0.378 -0.107
C -5.316 -4.064 0.884
C 2.098 2.072 1.622
C 6.448 -0.808 -1.263
C 2.499 1.269 -0.621
C -5.866 0.602 0.860
C 0.436 2.346 -0.117
C 0.862 2.520 1.203
C 6.693 -0.311 1.139
C -3.239 3.196 -0.019
C 7.945 -1.036 -1.080
C -5.072 -3.436 -0.483
C 4.713 0.399 -0.055
C -4.105 1.964 -0.050
C 2.933 1.427 0.716
C 1.272 1.729 -1.042
C -6.251 -2.557 -0.909
H 0.233 3.044 1.908
H 6.272 -0.181 -2.142
H -4.450 -4.640 1.200
H 6.572 -2.460 1.080
H -3.104 1.144 -1.747
H -3.623 3.919 0.706
H 6.010 -0.214 1.983
H -5.301 2.499 1.646
H 5.939 -1.770 -1.422
H -6.651 0.435 1.580
H 0.945 1.622 -2.064
H -1.715 2.429 1.215
H -4.933 -4.214 -1.235
H 8.448 -0.063 -0.980
H -4.423 -0.901 -1.814
H -7.179 -3.133 -0.844
H -6.128 -2.217 -1.945
H -4.164 -2.831 -0.445
H 8.359 -1.551 -1.950
H 2.433 2.215 2.636
H 7.941 -1.838 2.033
H -6.180 -4.724 0.852
H -3.199 3.661 -1.009
H 7.456 0.472 1.215
H -5.505 -3.287 1.621
```

- E_HOMO (eV) = -8.02
- net charge = 0

Which of them is most stable, and which least? Most stable: #A; least stable: #B.

#A
A structure of composition C4H13N2Si. Source: the OMol25 dataset; level of theory: wB97M-V/def2-TZVPD.

```
20
Properties=species:S:1:pos:R:3
Si 0.753 -0.188 -0.093
N -2.700 -0.129 0.318
N -1.076 1.379 -0.085
C 0.362 -1.164 -1.605
C 0.579 -0.811 1.739
C 2.213 1.016 -0.305
C -2.276 1.027 -0.077
H -0.036 -2.141 -1.362
H -0.417 -0.741 -2.247
H 1.865 2.023 -0.518
H -3.099 1.592 -0.409
H -0.717 2.298 -0.125
H -2.038 -0.892 0.630
H -3.642 -0.536 0.193
H 1.533 -0.676 2.172
H -0.099 -0.314 2.374
H 2.606 0.686 -1.265
H 1.141 -1.382 -2.239
H 0.288 -1.882 1.688
H 2.923 0.889 0.478
```

- E_HOMO (eV) = -14.35
- net charge = +1

#B
A cluster of 2 separate species, C4H13N2Si in total. Source: the OMol25 dataset; level of theory: wB97M-V/def2-TZVPD.

```
20
Properties=species:S:1:pos:R:3
Si 2.397 -1.211 0.053
N -2.042 -0.961 0.437
N 0.610 1.051 0.019
C -1.090 -1.458 -0.342
C -2.988 0.033 -0.083
C 1.786 1.944 -0.020
C 0.808 -0.212 0.017
H 2.190 1.997 0.912
H -1.078 -1.397 -1.468
H -0.510 -2.432 -0.021
H -3.797 -0.470 -0.461
H 3.730 -0.454 0.584
H -1.928 -0.988 1.437
H 1.391 2.908 -0.125
H 2.376 -1.553 -1.406
H -2.373 0.465 -0.952
H -3.450 0.777 0.530
H 2.622 1.651 -0.785
H 1.904 -2.340 1.119
H -0.191 1.629 0.090
```

- E_HOMO (eV) = -12.27
- net charge = +1

Which of them is most stable, and which least? Most stable: #A; least stable: #B.